The following is a DFT calculation (ωB97M-V/def2-TZVPD) of C10H13BrO4 in the gas phase at a distorted geometry.

Calculated values
Energy above the lowest of the compared OMol25 structures with the same formula, charge and spin, kcal/mol: 27.8
E_HOMO, eV: -9.80
Frontier orbital gap, eV: 10.18
SMILES string: C=C1[C@H](Br)C1(C(=O)OCC)C(=O)OCC
F_max, eV Å⁻¹: 3.481

Positions of all 28 atoms, in Å:
C: -1.15362 -1.41566 -1.22763
C: -1.33806 -1.84309 -2.45213
C: 1.00307 -0.44765 0.00122
C: -0.87034 1.02977 -0.61253
C: -1.55729 -1.43672 0.15554
C: -0.48501 -0.44889 -0.43488
C: 3.04667 -3.01766 0.91888
C: -2.00943 3.86220 0.36251
C: 2.55248 -1.66705 1.31180
C: -0.65768 3.22027 0.23903
O: 1.82147 0.31315 -0.47906
O: -1.52990 1.43037 -1.52017
O: 1.19808 -1.40693 0.85304
O: -0.55471 1.82352 0.39636
Br: -3.26515 -0.72579 0.72955
H: -0.84195 -1.35806 -3.35079
H: -2.04119 -2.65434 -2.67988
H: -1.31277 -2.08482 0.89335
H: 3.53782 -2.92093 -0.09006
H: 3.82680 -3.38477 1.70664
H: 2.26807 -3.71908 0.91498
H: -2.83651 3.40733 -0.28448
H: -2.47267 4.15922 1.33053
H: -1.84578 4.89736 -0.09952
H: 3.25266 -1.00231 0.87533
H: 2.50511 -1.57320 2.37327
H: -0.00048 3.56789 0.94276
H: -0.23970 3.39588 -0.77367